1.
A single C2H7N3 molecule at a distorted geometry. Source: OMol25; level of theory: the ωB97M-V functional and the def2-TZVPD basis.

Values from the calculation:
DFT total energy	-244.64363	Ha
relative energy (zero: lowest compared OMol25 entry of this formula, charge and spin)	0.864	eV
SMILES string	[H]/N=C(\N)NC
E_HOMO	-8.74	eV
HOMO-LUMO gap	0.35784	hartree

Structure (ORCA input):
```
! RIJCOSX wB97M-V def2-TZVPD def2/J DEFGRID3
* xyz 0 1
N 1.407 -0.201 -0.562
N 0.611 0.984 1.320
N -0.968 0.045 -0.029
C 0.416 0.209 0.158
C -1.400 -1.069 -0.912
H 2.114 0.533 -0.513
H -0.833 -1.035 -1.841
H -1.053 -1.964 -0.393
H -1.299 0.976 -0.233
H -2.454 -0.920 -1.110
H 1.556 0.887 1.644
H -0.153 0.776 1.947
*
```



2.
A 2-piece molecular cluster, C2H7N3 overall at a distorted geometry. Source: OMol25; level of theory: the ωB97M-V functional and the def2-TZVPD basis.

Values from the calculation:
DFT total energy	-244.60198	Ha
relative energy (zero: lowest compared OMol25 entry of this formula, charge and spin)	1.997	eV
SMILES string	[H]/N=C\N.C=N
E_HOMO	-9.61	eV
HOMO-LUMO gap	0.38371	hartree

Structure (ORCA input):
```
! RIJCOSX wB97M-V def2-TZVPD def2/J DEFGRID3
* xyz 0 1
N -2.789 -0.650 0.279
N 1.007 -0.372 0.786
N 2.656 0.659 -0.658
C 1.570 -0.047 -0.530
C -2.401 0.499 -0.113
H 0.839 -0.374 -1.342
H 2.849 0.929 0.294
H -2.990 1.288 0.316
H -2.194 -1.450 0.028
H 1.417 -0.246 1.684
H -1.496 0.856 -0.682
H 0.439 -1.175 0.716
*
```



3.
A single C2H7N3 molecule at a distorted geometry. Source: OMol25; level of theory: the ωB97M-V functional and the def2-TZVPD basis.

Values from the calculation:
DFT total energy	-244.57716	Ha
relative energy (zero: lowest compared OMol25 entry of this formula, charge and spin)	2.672	eV
SMILES string	C/N=C/NN
E_HOMO	-8.85	eV
HOMO-LUMO gap	0.36453	hartree

Structure (ORCA input):
```
! RIJCOSX wB97M-V def2-TZVPD def2/J DEFGRID3
* xyz 0 1
N 0.966 -0.660 0.254
N -2.310 0.219 0.081
N -1.291 -0.645 -0.303
C -0.018 -0.029 -0.195
C 2.170 0.072 -0.044
H -0.040 0.980 -0.761
H -2.357 0.754 1.102
H -3.293 -0.144 -0.251
H 1.929 1.047 -0.595
H 2.839 -0.609 -0.585
H -1.208 -1.480 0.342
H 2.611 0.494 0.955
*
```



4.
A 2-piece molecular cluster, C2H7N3O overall. Source: OMol25; level of theory: the ωB97M-V functional and the def2-TZVPD basis.

Values from the calculation:
DFT total energy	-319.92724	Ha
relative energy (zero: lowest compared OMol25 entry of this formula, charge and spin)	0.613	eV
SMILES string	[H]/N=C/N.NC=O
E_HOMO	-9.51	eV
HOMO-LUMO gap	0.38714	hartree

Structure (ORCA input):
```
! RIJCOSX wB97M-V def2-TZVPD def2/J DEFGRID3
* xyz 0 1
O -1.318 0.148 1.384
N 1.317 -0.471 -1.274
N -1.618 -0.420 -0.786
N 1.603 0.751 0.717
C 2.048 0.196 -0.462
C -2.043 -0.195 0.474
H 3.118 0.350 -0.616
H -3.111 -0.389 0.629
H 2.293 0.610 1.429
H -0.658 -0.194 -1.053
H 0.675 0.439 0.998
H 1.947 -0.900 -1.937
H -2.168 -0.987 -1.409
*
```



5.
A single C2H7N3O molecule at a distorted geometry. Source: OMol25; level of theory: the ωB97M-V functional and the def2-TZVPD basis.

Values from the calculation:
DFT total energy	-319.76044	Ha
relative energy (zero: lowest compared OMol25 entry of this formula, charge and spin)	5.152	eV
SMILES string	CNN(C)N=O
E_HOMO	-8.77	eV
HOMO-LUMO gap	0.35251	hartree

Structure (ORCA input):
```
! RIJCOSX wB97M-V def2-TZVPD def2/J DEFGRID3
* xyz 0 1
O -0.704 1.512 -2.740
N -0.607 0.382 -2.196
N 0.270 0.188 -1.286
N -0.214 -0.731 -0.375
C 1.124 1.263 -0.866
C 0.764 -1.555 0.288
H 0.289 -2.528 0.611
H 1.580 0.868 0.044
H 1.753 1.318 -1.769
H -0.833 -1.274 -1.011
H 0.522 2.146 -0.784
H 1.026 -0.976 1.176
H 1.543 -1.752 -0.527
*
```



6.
A single C2H7N3O molecule at a distorted geometry. Source: OMol25; level of theory: the ωB97M-V functional and the def2-TZVPD basis.

Values from the calculation:
DFT total energy	-319.79322	Ha
relative energy (zero: lowest compared OMol25 entry of this formula, charge and spin)	4.260	eV
SMILES string	[H]/N=C(\N)N(C)O
E_HOMO	-8.47	eV
HOMO-LUMO gap	0.33142	hartree

Structure (ORCA input):
```
! RIJCOSX wB97M-V def2-TZVPD def2/J DEFGRID3
* xyz 0 1
O 1.207 -0.403 0.961
N 0.256 -0.473 -0.002
N 0.496 1.740 0.150
N -1.284 0.785 -1.122
C -0.259 0.788 -0.333
C -0.314 -1.759 0.008
H -1.441 1.812 -1.441
H -1.242 -1.607 -0.743
H 0.904 1.488 0.977
H 0.441 -2.544 -0.302
H -0.073 2.578 0.414
H -0.859 -2.108 1.070
H 2.169 -0.299 0.364
*
```



7.
A single C2H7N3O molecule at a distorted geometry. Source: OMol25; level of theory: the ωB97M-V functional and the def2-TZVPD basis.

Values from the calculation:
DFT total energy	-319.67854	Ha
relative energy (zero: lowest compared OMol25 entry of this formula, charge and spin)	7.381	eV
SMILES string	CN/N=C\NO
E_HOMO	-9.07	eV
HOMO-LUMO gap	0.36181	hartree

Structure (ORCA input):
```
! RIJCOSX wB97M-V def2-TZVPD def2/J DEFGRID3
* xyz 0 1
O -1.593 -1.271 -0.253
N 0.131 1.000 -0.149
N 0.782 -0.230 0.597
N -2.125 0.025 0.276
C 1.891 -0.321 -0.276
C -1.192 1.088 -0.084
H 1.315 -1.037 -0.823
H -1.559 2.152 -0.477
H -0.761 -1.494 0.264
H 2.333 0.488 -0.700
H 1.359 0.435 1.253
H 2.744 -0.806 0.286
H -3.325 -0.029 0.084
*
```



8.
C2H7N3O2 as an isolated structure at a distorted geometry. Source: OMol25; level of theory: the ωB97M-V functional and the def2-TZVPD basis.

Values from the calculation:
DFT total energy	-395.12336	Ha
relative energy (zero: lowest compared OMol25 entry of this formula, charge and spin)	2.222	eV
E_HOMO	-8.78	eV
HOMO-LUMO gap	0.35010	hartree

Structure (ORCA input):
```
! RIJCOSX wB97M-V def2-TZVPD def2/J DEFGRID3
* xyz 0 1
O -1.117 -1.322 -1.686
O 1.036 -0.742 -2.180
N 0.767 -0.748 1.236
N 0.699 1.451 0.036
N -1.330 0.168 0.478
C 0.069 0.077 0.187
C 0.103 -0.761 -1.528
H 0.569 -0.138 2.013
H 0.442 1.862 -0.784
H -1.618 1.160 0.453
H 1.651 1.131 0.004
H 1.793 -0.753 1.131
H -1.625 -1.174 -0.815
H -1.438 -0.211 1.456
*
```